[1]
Molecular formula: C11H32N4O5Rh
Method: DFT, ωB97M-V/def2-TZVPD

The geometry in ORCA input format:
```
! RIJCOSX wB97M-V def2-TZVPD def2/J DEFGRID3
* xyz 1 5
O 1.63 1.99 -2.15
H 2.22 2.86 -2.22
Rh 0.02 0.00 -0.01
N -1.60 -0.63 -0.97
N 0.77 -0.64 -1.78
O -2.92 -0.66 -0.58
O 1.87 -0.28 -2.34
C -1.47 -1.16 -2.20
C -0.11 -1.24 -2.64
C -2.74 -1.59 -2.85
C 0.27 -1.69 -4.00
H -3.46 -0.75 -2.94
H -3.24 -2.40 -2.29
H -2.57 -1.96 -3.86
H 1.27 -2.12 -4.02
H 0.24 -0.85 -4.71
H -0.44 -2.45 -4.36
H -2.94 -0.47 0.42
H 1.85 1.00 -2.19
O -0.46 -3.63 0.45
H -0.58 -4.44 0.98
H -0.01 -3.94 -0.35
C 0.18 1.71 -0.37
H 1.28 1.43 -0.26
H -0.15 1.58 -1.46
H -0.05 2.72 0.01
O -1.24 4.85 0.08
H -1.97 4.92 -0.53
H -1.01 5.76 0.36
C -1.41 -0.76 2.40
N -0.75 0.51 1.96
C -1.75 1.60 1.88
C 0.37 0.92 2.89
C 1.76 0.76 2.31
N 1.86 -0.25 1.20
C 3.17 -0.06 0.49
C 1.84 -1.61 1.78
H -2.49 -0.61 2.45
H -1.05 -1.03 3.40
H -1.18 -1.57 1.70
H -2.26 1.68 2.85
H -1.27 2.55 1.64
H -2.46 1.35 1.09
H 0.21 1.97 3.16
H 0.26 0.34 3.82
H 2.10 1.71 1.88
H 2.42 0.46 3.14
H 3.99 -0.31 1.20
H 3.23 -0.73 -0.38
H 3.29 0.98 0.16
H 2.72 -1.74 2.42
H 0.93 -1.74 2.37
H 1.85 -2.36 0.97
*
```

Calculated values
E_tot = -31115.8098 eV
E_HOMO (spin up / spin down) = -0.3366 / -0.4128 hartree
Kohn-Sham gap (spin up / spin down) = 6.97 / 6.38 eV
expectation value of S² = 6.020
lowest unoccupied orbital energy (spin up / spin down) = -0.0803 / -0.1782 Ha
molar mass = 403.306 g mol⁻¹
max |F| = 0.1125 Eh/bohr
energy relative to the best compared isomer or geometry (same formula, charge and spin) = 88.55 kcal/mol



[2]
Molecular formula: C11H32O4S2Si2
Method: DFT, ωB97M-V/def2-TZVPD

The geometry in ORCA input format:
```
! RIJCOSX wB97M-V def2-TZVPD def2/J DEFGRID3
* xyz 0 1
C 1.68 5.91 -3.31
C 1.93 4.46 -2.94
O 2.84 4.42 -1.86
C 3.13 3.09 -1.43
C 2.10 2.54 -0.42
C 1.71 1.06 -0.59
C 0.23 0.78 -0.77
C -0.41 1.33 -2.05
Si 0.32 0.71 -3.66
O 0.96 -0.83 -3.53
Si 2.52 -1.02 -4.11
H 1.71 6.53 -2.43
H 0.71 6.00 -3.79
H 2.43 6.22 -4.03
H 0.98 4.02 -2.63
H 2.33 3.93 -3.80
H 3.26 2.42 -2.28
H 4.09 3.17 -0.93
H 2.58 2.63 0.55
H 1.25 3.21 -0.42
H 2.32 0.61 -1.37
H 2.00 0.56 0.33
H 0.08 -0.30 -0.77
H -0.29 1.15 0.10
H -0.50 2.41 -2.04
H -1.44 0.97 -2.06
H 1.31 1.64 -4.24
H -0.78 0.63 -4.65
H 2.62 -0.69 -5.54
H 3.41 -0.10 -3.36
H 2.94 -2.40 -3.81
C -2.30 -1.29 2.73
S -1.92 0.42 3.11
O -0.67 0.77 2.37
C -1.44 0.12 4.82
H -2.58 -1.33 1.67
H -1.43 -1.91 2.90
H -3.13 -1.62 3.34
H -0.63 -0.60 4.85
H -2.31 -0.26 5.37
H -1.12 1.06 5.25
C -1.98 -6.37 2.77
S -3.26 -5.14 3.07
O -2.63 -4.04 3.85
C -4.22 -6.13 4.22
H -1.25 -5.93 2.10
H -1.51 -6.63 3.72
H -2.43 -7.25 2.31
H -3.59 -6.41 5.07
H -4.59 -7.02 3.71
H -5.05 -5.53 4.57
*
```

Calculated values
E_tot = -57541.1453 eV
E_HOMO = -0.3207 hartree
Kohn-Sham gap = 9.26 eV
lowest unoccupied orbital energy = 0.0197 Ha
molar mass = 348.679 g mol⁻¹
max |F| = 0.0194 Eh/bohr



[3]
Molecular formula: C11H33BrN3O11P2
Method: DFT, ωB97M-V/def2-TZVPD

The geometry in ORCA input format:
```
! RIJCOSX wB97M-V def2-TZVPD def2/J DEFGRID3
* xyz 1 1
O 1.61 5.75 0.14
P 1.87 4.74 -0.96
O 3.45 4.89 -1.50
O 1.77 3.17 -0.41
P 0.51 5.06 -2.65
N -1.18 4.98 -2.15
C -1.80 6.16 -1.50
C -1.67 5.78 0.03
N -1.45 4.30 0.09
C -1.58 3.93 -1.28
N -2.05 2.79 -1.70
Br -2.21 2.52 -3.55
H 3.48 5.60 -2.16
H 1.40 3.21 0.48
H 0.75 6.43 -3.02
H -1.53 7.17 -1.84
H -2.89 6.02 -1.72
H -2.62 5.98 0.57
H -0.87 6.41 0.46
H -0.58 4.03 0.54
H -2.36 2.10 -1.01
C 1.27 -0.46 -0.69
C 2.00 -1.29 -1.74
O 1.30 -1.21 -2.98
O -0.07 -0.93 -0.55
H 1.77 -0.53 0.28
H 1.22 0.59 -1.00
H 2.02 -2.34 -1.45
H 3.03 -0.93 -1.88
H 1.41 -0.32 -3.32
H -0.36 -1.16 -1.44
C 3.25 -2.12 3.22
C 1.98 -2.71 3.80
O 1.65 -3.91 3.10
O 3.07 -1.87 1.83
H 3.51 -1.18 3.71
H 4.08 -2.82 3.33
H 1.14 -2.03 3.67
H 2.09 -2.93 4.87
H 2.31 -4.58 3.34
H 2.54 -2.61 1.50
C -6.23 0.88 -0.57
C -5.40 0.73 -1.83
O -4.03 0.51 -1.49
O -5.74 1.96 0.21
H -7.28 1.08 -0.81
H -6.17 -0.03 0.04
H -5.44 1.64 -2.43
H -5.76 -0.11 -2.44
H -3.96 -0.37 -1.10
H -4.78 1.93 0.13
C 2.05 -8.20 1.40
C 2.32 -6.73 1.11
O 3.20 -6.20 2.10
O 1.48 -8.34 2.69
H 1.35 -8.62 0.67
H 2.98 -8.77 1.38
H 1.40 -6.16 1.16
H 2.77 -6.60 0.12
H 4.07 -6.59 1.97
H 1.93 -7.70 3.25
*
```

Calculated values
E_tot = -127546.3422 eV
E_HOMO = -0.4267 hartree
Kohn-Sham gap = 7.13 eV
lowest unoccupied orbital energy = -0.1648 Ha
molar mass = 525.247 g mol⁻¹
max |F| = 0.0927 Eh/bohr



[4]
Molecular formula: C11H33N11O22
Method: DFT, ωB97M-V/def2-TZVPD

The geometry in ORCA input format:
```
! RIJCOSX wB97M-V def2-TZVPD def2/J DEFGRID3
* xyz 0 1
C -2.41 -4.18 1.22
N -3.01 -4.57 -0.10
O -3.60 -5.63 -0.15
O -2.83 -3.87 -1.08
H -1.79 -5.04 1.46
H -3.25 -4.10 1.90
H -1.89 -3.24 1.10
C 0.76 -1.59 4.16
N 0.38 -2.94 3.68
O -0.80 -3.11 3.35
O 1.25 -3.77 3.59
H 1.83 -1.49 4.30
H 0.38 -1.51 5.18
H 0.27 -0.84 3.54
C 1.12 2.87 3.13
N 1.48 4.31 3.15
O 1.75 4.85 2.08
O 1.53 4.88 4.22
H 0.05 2.79 2.99
H 1.56 2.52 4.06
H 1.62 2.35 2.33
C -3.10 -1.74 -3.45
N -4.41 -1.15 -3.83
O -4.79 -1.34 -4.97
O -5.01 -0.50 -3.00
H -3.33 -2.64 -2.89
H -2.57 -1.01 -2.83
H -2.49 -1.98 -4.31
C -4.57 1.05 -0.07
N -6.00 0.53 -0.13
O -6.32 -0.26 0.72
O -6.72 1.03 -0.97
H -4.60 2.02 0.41
H -4.28 1.15 -1.12
H -4.01 0.26 0.43
C 4.24 1.86 2.47
N 3.25 0.99 3.08
O 3.65 0.01 3.70
O 2.08 1.37 3.08
H 4.94 2.17 3.25
H 3.85 2.76 1.99
H 4.77 1.30 1.70
C 4.43 -0.93 -2.08
N 3.12 -0.85 -2.77
O 2.73 -1.83 -3.39
O 2.54 0.22 -2.73
H 5.07 -1.49 -2.75
H 4.15 -1.47 -1.18
H 4.84 0.05 -1.82
C 3.53 3.97 -1.23
N 2.90 2.80 -0.59
O 3.62 1.94 -0.10
O 1.69 2.75 -0.56
H 4.23 3.56 -1.96
H 3.99 4.50 -0.39
H 2.71 4.52 -1.69
C 0.24 0.01 0.23
N -0.74 -1.02 -0.17
O -1.92 -0.73 -0.19
O -0.29 -2.15 -0.27
H 1.14 -0.26 -0.32
H 0.49 -0.16 1.27
H -0.09 1.04 0.12
C -0.48 4.72 -0.55
N -1.37 3.56 -0.52
O -1.43 2.83 -1.48
O -2.02 3.42 0.49
H 0.25 4.60 0.25
H -1.16 5.57 -0.49
H 0.11 4.81 -1.46
C 0.23 -3.58 -3.01
N -0.68 -4.73 -3.02
O -0.59 -5.51 -2.10
O -1.57 -4.79 -3.89
H -0.29 -2.71 -3.41
H 1.10 -3.84 -3.61
H 0.51 -3.42 -1.98
*
```

Calculated values
E_tot = -73342.0505 eV
E_HOMO = -0.3789 hartree
Kohn-Sham gap = 8.57 eV
lowest unoccupied orbital energy = -0.0639 Ha
molar mass = 671.440 g mol⁻¹
max |F| = 0.2734 Eh/bohr
energy relative to the best compared isomer or geometry (same formula, charge and spin) = 140.65 kcal/mol



[5]
Molecular formula: C11H33NO6
Method: DFT, ωB97M-V/def2-TZVPD

The geometry in ORCA input format:
```
! RIJCOSX wB97M-V def2-TZVPD def2/J DEFGRID3
* xyz 0 1
C 32.04 -15.87 -7.07
O 32.76 -16.28 -8.24
H 31.87 -16.75 -6.45
H 32.65 -15.15 -6.53
H 31.12 -15.34 -7.34
H 32.25 -16.99 -8.65
C 25.63 -12.76 -3.36
O 26.88 -13.22 -3.86
H 25.10 -13.53 -2.80
H 25.78 -11.89 -2.72
H 24.94 -12.56 -4.19
H 27.12 -12.48 -4.42
O 29.81 -10.71 -7.48
H 30.65 -10.64 -7.94
H 29.20 -10.20 -8.02
O 28.13 -7.63 -10.71
H 27.32 -7.15 -10.90
H 28.78 -6.94 -10.57
O 34.80 -9.56 -7.65
H 35.34 -10.09 -8.23
H 35.43 -9.14 -7.06
C 29.65 -3.39 -5.72
C 29.44 -3.01 -4.15
C 28.43 -1.78 -3.95
C 26.94 -2.24 -4.14
C 26.72 -3.32 -3.12
C 27.60 -4.61 -3.21
N 28.99 -4.17 -3.37
O 29.98 -5.12 -3.20
C 27.52 -5.33 -1.85
C 27.10 -5.59 -4.28
C 30.82 -2.47 -3.65
H 28.74 -3.67 -6.24
H 30.39 -4.19 -5.77
H 30.12 -2.54 -6.22
H 28.49 -1.34 -2.96
H 28.62 -1.10 -4.78
H 26.78 -2.67 -5.13
H 26.24 -1.42 -3.98
H 25.70 -3.70 -3.02
H 26.82 -2.81 -2.16
H 27.55 -4.77 -0.92
H 26.51 -5.75 -1.84
H 28.16 -6.22 -1.83
H 26.90 -5.08 -5.22
H 27.73 -6.48 -4.39
H 26.07 -5.89 -4.08
H 30.75 -2.16 -2.61
H 31.16 -1.62 -4.25
H 31.64 -3.18 -3.58
H 29.83 -5.64 -4.00
*
```

Calculated values
E_tot = -25713.9531 eV
E_HOMO = -0.2922 hartree
SMILES string = CC1(C)CCCC(C)(C)N1O.CO.CO.O.O.O
Kohn-Sham gap = 8.24 eV
lowest unoccupied orbital energy = 0.0106 Ha
molar mass = 275.386 g mol⁻¹
max |F| = 0.0511 Eh/bohr
energy relative to the best compared isomer or geometry (same formula, charge and spin) = 55.85 kcal/mol



[6]
Molecular formula: C11H34Hg2O11
Method: DFT, ωB97M-V/def2-TZVPD

The geometry in ORCA input format:
```
! RIJCOSX wB97M-V def2-TZVPD def2/J DEFGRID3
* xyz 2 1
Hg -5.59 -2.11 6.46
Hg -2.71 0.39 6.77
C -6.33 1.86 4.87
C -6.01 0.58 5.57
O -6.87 -0.32 5.71
O -4.80 0.34 5.95
H -7.22 1.67 4.26
H -5.57 2.20 4.18
H -6.70 2.64 5.53
C -2.20 -2.88 3.80
C -3.12 -2.44 4.90
O -2.72 -1.56 5.72
O -4.30 -2.91 4.93
H -2.37 -2.18 2.98
H -2.29 -3.94 3.60
H -1.17 -2.73 4.12
C -8.07 -4.14 4.53
O -7.23 -3.03 4.90
H -8.40 -4.05 3.48
H -7.46 -5.03 4.63
H -9.03 -4.21 5.05
H -7.74 -2.23 4.74
C -3.51 3.50 6.52
O -2.48 2.69 7.14
H -3.45 4.53 6.87
H -3.44 3.44 5.44
H -4.50 3.12 6.79
H -2.00 3.21 7.80
C -2.58 1.13 3.38
O -1.95 1.27 4.67
H -3.61 0.78 3.49
H -2.57 2.07 2.83
H -2.06 0.35 2.83
H -1.11 1.73 4.55
C -8.20 -1.19 8.30
O -6.81 -1.60 8.38
H -8.74 -1.77 9.04
H -8.33 -0.12 8.44
H -8.61 -1.47 7.33
H -6.56 -1.67 9.31
C -9.66 1.56 6.04
O -10.53 2.66 6.18
H -8.80 1.71 6.71
H -10.12 0.61 6.32
H -9.23 1.44 5.04
H -10.07 3.30 6.73
C -4.58 5.19 2.77
O -3.92 5.72 3.93
H -4.19 5.68 1.88
H -4.54 4.10 2.85
H -5.64 5.40 2.86
H -2.97 5.67 3.80
C -7.81 -0.59 1.78
O -7.76 -0.93 0.40
H -6.94 -0.99 2.29
H -7.92 0.49 1.94
H -8.68 -1.17 2.11
H -8.63 -0.85 -0.01
*
```

Calculated values
E_tot = -42810.9634 eV
E_HOMO = -0.5321 hartree
Kohn-Sham gap = 5.75 eV
lowest unoccupied orbital energy = -0.3208 Ha
molar mass = 743.562 g mol⁻¹
max |F| = 0.0325 Eh/bohr
energy relative to the best compared isomer or geometry (same formula, charge and spin) = 0.00 kcal/mol



[7]
Molecular formula: C11H34O6
Method: DFT, ωB97M-V/def2-TZVPD

The geometry in ORCA input format:
```
! RIJCOSX wB97M-V def2-TZVPD def2/J DEFGRID3
* xyz 0 1
C -19.08 14.38 11.36
O -19.96 13.48 12.00
H -18.94 14.08 10.31
H -19.38 15.42 11.40
H -18.07 14.28 11.76
H -20.84 13.67 11.66
C -19.19 13.74 6.74
C -20.12 13.24 5.66
O -21.33 13.99 5.75
H -18.28 13.14 6.76
H -19.66 13.64 7.73
H -18.92 14.78 6.57
H -20.32 12.17 5.82
H -19.65 13.39 4.69
H -22.03 13.53 5.27
C -21.62 10.61 12.96
C -21.09 11.01 14.33
O -19.86 11.70 14.28
H -22.41 9.87 13.11
H -20.83 10.20 12.34
H -22.12 11.44 12.46
H -20.89 10.10 14.89
H -21.86 11.61 14.84
H -19.88 12.32 13.54
C -20.84 17.59 9.36
C -21.55 16.24 9.26
O -22.14 16.11 7.95
H -20.74 17.92 10.40
H -21.36 18.35 8.78
H -19.84 17.49 8.94
H -22.31 16.12 10.02
H -20.79 15.46 9.36
H -21.56 15.53 7.44
C -18.52 17.40 13.26
C -17.82 16.48 14.25
O -18.51 16.62 15.50
H -18.33 18.43 13.57
H -19.60 17.29 13.26
H -18.15 17.25 12.24
H -16.79 16.82 14.39
H -17.85 15.44 13.92
H -18.25 15.89 16.07
C -24.67 13.90 13.65
C -23.55 14.62 12.93
O -23.02 13.84 11.87
H -24.31 13.05 14.22
H -25.49 13.59 13.00
H -25.15 14.58 14.37
H -22.73 14.82 13.61
H -23.95 15.55 12.52
H -23.45 14.04 11.04
*
```

Calculated values
E_tot = -24241.6801 eV
E_HOMO = -0.3505 hartree
SMILES string = CCO.CCO.CCO.CCO.CCO.CO
Kohn-Sham gap = 10.08 eV
lowest unoccupied orbital energy = 0.0200 Ha
molar mass = 262.387 g mol⁻¹
max |F| = 0.0241 Eh/bohr
energy relative to the best compared isomer or geometry (same formula, charge and spin) = 43.04 kcal/mol



[8]
Molecular formula: C11H34O7
Method: DFT, ωB97M-V/def2-TZVPD

The geometry in ORCA input format:
```
! RIJCOSX wB97M-V def2-TZVPD def2/J DEFGRID3
* xyz 0 1
C -0.97 -1.50 -0.90
O -0.75 -1.57 0.47
H -1.95 -1.06 -1.09
H -0.44 -0.65 -1.33
H -0.84 -2.49 -1.34
H -0.08 -2.24 0.59
C -1.81 1.77 5.14
C -1.49 2.56 6.47
O -2.18 3.76 6.34
O -1.08 0.59 4.95
H -1.67 2.34 4.22
H -2.84 1.42 5.22
H -0.45 2.67 6.79
H -1.84 2.08 7.39
H -1.96 4.37 7.05
H -1.46 0.15 4.19
C -0.58 4.98 -3.12
C -1.80 5.27 -2.28
O -1.96 6.67 -2.06
H 0.29 5.52 -2.75
H -0.89 5.20 -4.14
H -0.31 3.93 -3.25
H -1.74 4.87 -1.27
H -2.76 4.99 -2.72
H -2.49 6.87 -2.83
C 3.16 -8.53 2.45
C 2.59 -7.45 1.57
O 2.26 -6.42 2.44
H 2.51 -9.10 3.11
H 4.11 -8.24 2.89
H 3.54 -9.30 1.78
H 1.70 -7.70 1.01
H 3.23 -6.80 0.97
H 3.02 -6.33 3.02
C -2.33 -1.06 -6.54
C -2.93 -2.29 -7.23
O -3.93 -1.98 -8.16
H -1.53 -0.67 -7.17
H -1.74 -1.43 -5.70
H -3.07 -0.34 -6.21
H -3.37 -2.92 -6.46
H -2.13 -2.86 -7.70
H -3.99 -2.66 -8.84
C 3.37 2.39 2.41
C 3.63 2.83 1.00
O 4.66 3.71 0.90
H 3.09 3.23 3.04
H 4.33 2.08 2.81
H 2.72 1.53 2.57
H 2.83 3.37 0.49
H 3.82 2.03 0.28
H 4.51 4.40 1.55
*
```

Calculated values
E_tot = -26285.9167 eV
E_HOMO = -0.3667 hartree
SMILES string = OCCO.CCO.CCO.CCO.CCO.CO
Kohn-Sham gap = 10.39 eV
lowest unoccupied orbital energy = 0.0151 Ha
molar mass = 278.386 g mol⁻¹
max |F| = 0.0701 Eh/bohr
energy relative to the best compared isomer or geometry (same formula, charge and spin) = 60.92 kcal/mol